P:
The following is a DFT calculation (ωB97M-V with the def2-TZVPD basis set) of a cluster of 4 separate species, C4H13NO3 in total.

Each line ends with the natural charge from an NBO analysis.
CARTESIAN COORDINATES (ANGSTROEM)
H: -1.205 -0.018 -1.364  0.234
H: 0.360 0.562 -1.535  0.278
C: 1.198 -2.390 1.977  -0.855
H: -1.326 2.490 -2.843  0.472
O: 0.971 3.027 -1.135  -0.828
H: -0.880 1.947 0.183  0.272
H: -0.832 0.672 1.354  0.225
O: -1.833 -1.710 0.611  -0.029
C: -0.318 1.042 0.495  -0.612
H: -0.649 -3.258 -0.019  0.310
N: 0.197 -1.255 -0.566  -0.088
H: 1.819 -2.921 1.240  0.231
H: 0.367 -3.052 2.305  0.214
O: -1.255 2.364 -1.877  -0.562
H: -0.103 2.917 -1.432  0.444
H: 1.349 3.646 -1.800  0.487
H: 0.794 -1.468 1.539  0.189
H: 1.799 -2.141 2.882  0.264
C: -0.292 0.101 -0.781  -0.324
H: 0.599 1.517 0.783  0.267
C: -0.759 -2.073 -0.016  0.411

Computed properties:
2S+1 = 2
HOMO level (alpha / beta) = -14.83 / -15.28 eV
E_LUMO (alpha / beta) = -6.9959 / -9.2474 eV
frontier orbital gap (alpha / beta) = 7.8 / 6.0 eV
<S²> = 1.7763
total charge = +1


Q:
The following is a DFT calculation (ωB97M-V with the def2-TZVPD basis set) of a cluster of 3 separate species, C4H13NO3 in total.

Each line ends with the natural charge from an NBO analysis.
CARTESIAN COORDINATES (ANGSTROEM)
N: 1.378 -1.540 -0.247  -0.209
O: -2.496 0.025 2.314  -0.953
H: 1.234 -1.003 1.693  0.332
H: 2.107 1.356 1.273  0.259
C: 1.210 -0.473 0.712  -0.299
H: 1.512 1.157 -1.726  0.211
H: 1.602 2.629 -0.738  0.255
H: -2.408 -0.143 1.373  0.480
H: -3.876 1.110 -0.789  0.484
H: 0.551 -2.888 -1.648  0.184
O: -0.846 -2.050 -0.376  -0.360
C: 2.036 0.745 0.376  -0.425
H: 2.246 -1.467 -0.797  0.426
H: 0.286 1.636 -0.467  0.217
H: -2.738 0.924 2.462  0.475
H: 0.127 -0.266 0.742  0.300
H: -3.128 0.130 -1.730  0.477
C: 1.343 1.570 -0.738  -0.616
O: -3.382 0.319 -0.842  -0.959
H: 3.015 0.476 -0.027  0.221
C: 0.230 -2.250 -0.820  0.498

Computed properties:
2S+1 = 2
HOMO level (alpha / beta) = -14.08 / -14.08 eV
E_LUMO (alpha / beta) = -3.9277 / -8.9450 eV
frontier orbital gap (alpha / beta) = 10.2 / 5.1 eV
<S²> = 0.7615
total charge = +1


R:
The following is a DFT calculation (ωB97M-V with the def2-TZVPD basis set) of a cluster of 3 separate species, C4H13NO3 in total.

Each line ends with the natural charge from an NBO analysis.
CARTESIAN COORDINATES (ANGSTROEM)
H: -0.653 3.231 0.252  0.297
N: -0.862 1.195 0.801  -0.149
H: 0.994 -0.327 -0.010  0.273
H: 1.016 2.239 0.663  0.275
H: -1.727 1.293 1.248  0.407
H: 0.256 -1.844 1.455  0.481
H: -0.317 -1.502 -2.048  0.138
O: 0.585 -0.296 -3.274  -0.446
C: 0.530 0.249 -0.844  -0.522
C: -0.062 2.467 0.854  -0.486
O: 0.183 -2.566 0.757  -0.972
H: 0.292 -3.355 1.170  0.480
C: 0.332 -0.564 -2.129  0.417
H: -0.003 2.648 1.985  0.255
H: -0.134 0.065 2.222  0.437
H: -1.463 -0.509 -0.249  0.284
C: -0.975 0.467 -0.443  -0.305
H: -1.623 0.928 -1.200  0.299
H: 0.950 1.250 -1.087  0.241
O: 0.396 -0.634 2.737  -0.905
H: 0.186 -0.219 3.608  0.502

Computed properties:
2S+1 = 2
HOMO level (alpha / beta) = -13.58 / -13.40 eV
E_LUMO (alpha / beta) = -3.7302 / -9.1160 eV
frontier orbital gap (alpha / beta) = 9.8 / 4.3 eV
<S²> = 0.7545
total charge = +1


Of them, the most stable is Q and the least stable is P.


P:
The following is a DFT calculation (ωB97M-V with the def2-TZVPD basis set) of a cluster of 2 separate species, C3H7O2S2 in total.

Each line ends with the natural charge from an NBO analysis.
CARTESIAN COORDINATES (ANGSTROEM)
O: -1.204 -2.418 1.012  -0.955
H: 1.015 0.949 -1.759  0.184
H: 0.075 1.935 1.760  0.229
C: -0.373 0.662 -0.076  -0.085
S: 0.439 -2.166 0.988  0.878
H: -0.661 0.189 -2.205  0.228
H: 0.541 2.537 0.337  0.189
S: -1.966 0.351 0.339  -0.243
H: 1.581 1.138 0.919  0.225
H: -1.848 -1.725 0.909  0.467
C: 0.500 1.506 0.844  -0.676
H: 0.773 -0.796 -1.335  0.326
C: 0.150 0.227 -1.372  -0.743
O: 0.977 -2.387 -0.358  -1.025

Computed properties:
2S+1 = 1
HOMO level (alpha / beta) = -2.06 / -2.06 eV
E_LUMO (alpha / beta) = 3.4724 / 3.4723 eV
frontier orbital gap (alpha / beta) = 5.5 / 5.5 eV
total charge = -1


Q:
The following is a DFT calculation (ωB97M-V with the def2-TZVPD basis set) of a cluster of 2 separate species, C3H7O2S2 in total.

Each line ends with the natural charge from an NBO analysis.
CARTESIAN COORDINATES (ANGSTROEM)
S: 0.858 -1.359 -1.551  0.054
H: -1.770 2.742 0.860  0.001
H: -0.761 -1.454 1.971  0.222
C: -1.001 2.030 0.314  0.632
H: 1.010 0.631 -0.221  0.293
S: 0.774 -2.356 0.283  0.028
O: -0.594 1.084 1.111  -0.832
H: 1.448 1.006 -1.899  0.240
H: -1.635 -2.438 0.802  0.186
C: -0.831 -1.711 0.880  -0.767
H: 2.621 0.129 -0.849  0.186
C: 1.563 0.243 -1.098  -0.784
H: -1.023 -0.752 0.261  0.301
O: -0.660 2.205 -0.865  -0.760

Computed properties:
2S+1 = 1
HOMO level = -4.44 eV
E_LUMO = 3.3240 eV
frontier orbital gap = 7.8 eV
total charge = -1


Of them, the most stable is Q and the least stable is P.


P:
The following is a DFT calculation (ωB97M-V with the def2-TZVPD basis set) of a structure of composition CH5F2N2.

Each line ends with the natural charge from an NBO analysis.
CARTESIAN COORDINATES (ANGSTROEM)
H: 1.818 -0.344 0.865  0.471
H: 0.564 1.079 -1.312  0.266
F: -1.528 -1.143 0.041  -0.234
H: 1.278 -0.941 -0.588  0.442
F: -2.288 0.799 0.337  -0.172
N: -1.648 0.064 -0.554  0.414
H: 0.440 -1.064 0.681  0.441
H: 0.175 1.322 0.595  0.228
C: 0.210 0.673 -0.261  -0.170
N: 0.980 -0.447 0.197  -0.686

Computed properties:
2S+1 = 1
HOMO level = -15.47 eV
E_LUMO = -4.7897 eV
frontier orbital gap = 10.7 eV
total charge = +1


Q:
The following is a DFT calculation (ωB97M-V with the def2-TZVPD basis set) of the ion CH5F2N2 with charge +1.

Each line ends with the natural charge from an NBO analysis.
CARTESIAN COORDINATES (ANGSTROEM)
H: -0.956 0.686 -1.201  0.270
N: -0.590 -0.837 0.328  -0.710
N: 1.183 0.429 -0.637  0.329
H: -0.323 -1.740 -0.247  0.484
F: 1.599 1.661 -0.839  -0.156
H: -1.637 -1.011 0.579  0.479
H: -0.525 1.203 0.459  0.243
F: 1.729 0.084 0.591  -0.252
C: -0.396 0.389 -0.251  -0.160
H: -0.084 -0.864 1.218  0.473

Computed properties:
2S+1 = 1
SMILES = [NH3+]CN(F)F
HOMO level = -15.60 eV
E_LUMO = -4.4826 eV
frontier orbital gap = 11.1 eV
total charge = +1


Of them, the most stable is Q and the least stable is P.


P:
The following is a DFT calculation (ωB97M-V with the def2-TZVPD basis set) of a structure of composition C2H3ClFNO.

Each line ends with the natural charge from an NBO analysis.
CARTESIAN COORDINATES (ANGSTROEM)
C: -2.562 -0.933 -0.046  1.003
H: 0.636 -0.090 1.222  0.217
Cl: -2.053 1.938 -0.086  0.078
H: -0.179 -0.935 -0.202  0.232
O: -2.163 -1.864 -0.602  -0.524
N: -1.480 0.401 0.661  -0.469
F: -3.748 -0.818 0.351  -0.271
C: -0.119 0.022 0.371  -0.482
H: 0.399 0.841 -0.200  0.216

Computed properties:
2S+1 = 1
HOMO level = -9.68 eV
E_LUMO = 0.1054 eV
frontier orbital gap = 9.8 eV


Q:
The following is a DFT calculation (ωB97M-V with the def2-TZVPD basis set) of an isolated molecule of C2H3ClFNO.

Each line ends with the natural charge from an NBO analysis.
CARTESIAN COORDINATES (ANGSTROEM)
Cl: 2.406 -0.993 -0.127  -0.082
O: -2.181 -0.413 -0.311  -0.574
H: 1.152 0.224 1.334  0.204
H: -0.378 0.302 -1.406  0.214
H: -2.830 -0.806 0.313  0.482
N: -1.014 -0.188 0.450  -0.076
C: -0.142 0.128 -0.360  -0.024
F: 1.810 1.451 -0.155  -0.338
C: 1.177 0.295 0.263  0.194

Computed properties:
2S+1 = 1
SMILES = O/N=C/[C@H](F)Cl
HOMO level = -10.83 eV
E_LUMO = 0.6570 eV
frontier orbital gap = 11.5 eV


Of them, the most stable is Q and the least stable is P.


P:
The following is a DFT calculation (ωB97M-V with the def2-TZVPD basis set) of an isolated molecule of C9H11NO2S.

Each line ends with the natural charge from an NBO analysis.
CARTESIAN COORDINATES (ANGSTROEM)
H: -1.838 1.290 -1.258  0.135
H: 1.172 2.830 -0.389  0.230
C: -2.608 0.544 -1.077  0.539
H: 0.150 -1.296 -1.443  0.224
H: 0.080 -0.441 2.616  0.223
O: -1.345 -2.296 0.608  -0.568
O: -3.682 0.714 -1.562  -0.556
C: 0.071 1.069 0.451  -0.136
C: -1.200 -1.153 0.296  0.719
H: 1.660 -0.638 1.833  0.207
H: 0.657 -2.052 1.931  0.235
H: 1.372 -2.108 -0.368  0.246
N: -2.245 -0.573 -0.396  -0.672
C: 0.929 -1.131 -0.689  -0.444
C: 1.002 1.731 -0.264  -0.241
S: -1.324 1.763 1.253  0.010
H: 2.910 -0.679 -1.950  0.227
H: -0.724 2.681 2.091  0.155
C: 0.134 -0.512 0.435  -0.198
H: -2.984 -1.255 -0.457  0.422
C: 2.111 1.059 -0.886  -0.259
C: 0.684 -0.916 1.810  -0.589
H: 2.967 1.633 -1.337  0.222
C: 2.051 -0.264 -1.247  -0.131

Computed properties:
2S+1 = 1
SMILES = C[C@]1(C(=O)NC=O)CC=CC=C1S
HOMO level = -8.62 eV
E_LUMO = 0.0139 eV
frontier orbital gap = 8.6 eV


Q:
The following is a DFT calculation (ωB97M-V with the def2-TZVPD basis set) of an isolated molecule of C9H11NO2S.

Each line ends with the natural charge from an NBO analysis.
CARTESIAN COORDINATES (ANGSTROEM)
H: 3.185 -0.843 -2.263  0.219
C: 2.524 -0.627 -1.417  -0.591
H: 1.888 -3.231 -1.001  0.215
H: -2.636 1.958 3.695  0.230
C: 0.422 -0.947 -0.212  0.622
C: -1.470 0.197 3.423  -0.423
H: 3.009 -0.930 -0.516  0.207
O: 0.458 -1.859 0.793  -0.442
H: 0.567 -0.859 -2.305  0.234
C: 1.132 -1.301 -1.480  -0.289
H: -0.946 2.227 3.798  0.216
C: -0.097 -1.506 1.948  0.718
C: -1.692 1.670 3.263  -0.483
H: -2.351 -0.415 3.530  0.227
S: -1.545 2.107 1.439  0.272
H: -0.859 0.010 4.316  0.241
H: 0.331 -3.312 -1.810  0.217
C: -0.712 -0.255 2.161  -0.193
H: 1.788 -2.909 -2.762  0.219
N: -0.076 0.258 -0.056  -0.512
C: -0.723 0.604 1.119  0.079
O: -0.068 -2.228 2.962  -0.608
C: 1.283 -2.783 -1.799  -0.601
H: 2.388 0.463 -1.343  0.226

Computed properties:
2S+1 = 1
SMILES = CC(C)c1nc2c(c(=O)o1)CCS2
HOMO level = -8.45 eV
E_LUMO = 0.2735 eV
frontier orbital gap = 8.7 eV


Of them, the most stable is Q and the least stable is P.


P:
The following is a DFT calculation (ωB97M-V with the def2-TZVPD basis set) of a structure of composition C2H3BrOS.

Each line ends with the natural charge from an NBO analysis.
CARTESIAN COORDINATES (ANGSTROEM)
S: 1.218 1.883 -0.164  0.154
C: 1.066 0.355 -0.132  -0.407
Br: 2.420 -0.901 -0.097  0.109
O: -1.611 0.398 0.273  -0.676
H: -0.416 -1.184 0.953  0.184
H: -0.569 -1.114 -0.655  0.150
H: -1.484 1.078 -0.305  0.480
C: -0.624 -0.516 0.129  0.006

Computed properties:
2S+1 = 1
HOMO level = -8.95 eV
E_LUMO = -0.2997 eV
frontier orbital gap = 8.7 eV


Q:
The following is a DFT calculation (ωB97M-V with the def2-TZVPD basis set) of an isolated molecule of C2H3BrOS.

Each line ends with the natural charge from an NBO analysis.
CARTESIAN COORDINATES (ANGSTROEM)
H: 0.614 1.488 0.641  0.470
C: -0.311 -0.167 -1.017  -0.317
H: -0.729 -0.214 1.199  0.167
H: 0.700 -1.228 0.962  0.195
C: 0.131 -0.252 0.690  -0.052
Br: -1.214 -1.659 -1.749  0.120
O: 1.018 0.746 0.984  -0.679
S: -0.209 1.286 -1.712  0.097

Computed properties:
2S+1 = 1
SMILES = OCC(=S)Br
HOMO level (alpha / beta) = -9.44 / -9.44 eV
E_LUMO (alpha / beta) = -0.7317 / -0.7320 eV
frontier orbital gap (alpha / beta) = 8.7 / 8.7 eV


Of them, the most stable is Q and the least stable is P.